7 unconnected molecules or ions with the total composition C42H39O13S2. Source: the Open Molecules 2025 dataset; level of theory: ωB97M-V with the def2-TZVPD basis set.

Its spin multiplicity is 1. The orbital gap is 0.2746 hartree. The value obtained for the maximum force is 0.9 eV/A. The HOMO energy is -11.21 eV. The net charge is +1.

Last column: Löwdin charge in e.
Positions of all 96 atoms, in Å:
C 3.094 4.298 1.697  -0.06
C 2.215 5.319 0.954  -0.23
C 1.824 4.749 -0.393  -0.20
O 1.432 5.728 -1.425  -0.40
S 0.506 6.928 -1.065  1.12
C -0.861 6.353 -0.082  -0.69
S -2.336 6.605 -1.096  0.86
C -3.522 5.949 0.089  -0.51
C -3.316 4.456 0.381  -0.14
H 3.819 4.819 2.312  0.08
H 3.594 3.612 1.021  0.07
H 2.485 3.697 2.366  0.08
H 1.321 5.442 1.562  0.11
H 2.739 6.266 0.843  0.11
H 2.688 4.258 -0.826  0.13
H 1.052 3.991 -0.289  0.09
H 1.169 7.632 -0.127  0.04
H -0.715 5.325 0.252  0.05
H -0.907 6.986 0.803  0.08
H -4.508 6.155 -0.312  0.08
H -3.458 6.511 1.018  0.06
H -4.208 3.909 0.091  0.09
H -3.102 4.279 1.422  0.03
H -2.521 4.061 -0.243  0.05
C 0.578 -0.406 0.156  0.05
C 0.726 0.905 0.314  0.02
C -0.370 1.729 0.874  -0.34
O -0.240 2.938 1.010  0.05
C -1.631 1.054 1.254  0.03
C -1.782 -0.256 1.092  0.04
C -0.687 -1.087 0.532  -0.35
O -0.820 -2.285 0.394  0.09
H 1.363 -1.029 -0.250  0.12
H 1.634 1.421 0.046  0.09
H -2.407 1.687 1.663  0.09
H -2.694 -0.776 1.360  0.13
C -2.581 -4.201 3.574  0.03
C -1.721 -3.196 3.438  0.01
C -1.570 -2.167 4.494  -0.38
O -0.793 -1.241 4.363  0.09
C -2.405 -2.301 5.715  0.01
C -3.263 -3.308 5.853  0.02
C -3.419 -4.339 4.792  -0.38
O -4.202 -5.254 4.921  0.11
H -2.705 -4.962 2.815  0.12
H -1.098 -3.088 2.562  0.09
H -2.274 -1.539 6.473  0.12
H -3.883 -3.428 6.733  0.12
C 0.755 -7.929 -0.669  0.03
C 0.501 -7.359 0.506  0.02
C 0.179 -5.912 0.602  -0.37
O -0.051 -5.389 1.674  0.10
C 0.152 -5.121 -0.655  0.03
C 0.408 -5.693 -1.829  0.03
C 0.727 -7.139 -1.926  -0.37
O 0.958 -7.650 -3.001  0.10
H 0.992 -8.980 -0.767  0.12
H 0.515 -7.912 1.437  0.12
H -0.080 -4.066 -0.547  0.09
H 0.400 -5.146 -2.765  0.11
C 5.318 0.605 -2.141  0.02
C 6.149 0.895 -3.139  0.03
C 5.636 1.286 -4.479  -0.38
O 6.387 1.551 -5.388  0.13
C 4.160 1.340 -4.659  0.03
C 3.332 1.050 -3.659  0.02
C 3.849 0.662 -2.324  -0.37
O 3.089 0.401 -1.410  0.07
H 5.668 0.315 -1.158  0.12
H 7.225 0.860 -3.029  0.13
H 3.808 1.625 -5.642  0.13
H 2.255 1.079 -3.768  0.12
C -5.290 3.650 6.236  0.03
C -4.602 2.968 5.325  0.03
C -3.953 3.648 4.179  -0.36
O -3.328 3.013 3.351  0.08
C -4.096 5.123 4.086  0.02
C -4.783 5.809 4.995  0.03
C -5.436 5.126 6.145  -0.38
O -6.058 5.753 6.970  0.13
H -5.772 3.173 7.079  0.13
H -4.482 1.893 5.372  0.12
H -3.612 5.603 3.246  0.10
H -4.901 6.884 4.948  0.13
C 2.068 -7.248 -6.099  0.03
C 2.766 -7.933 -7.002  0.03
C 3.396 -7.262 -8.166  -0.39
O 4.030 -7.885 -8.989  0.11
C 3.219 -5.791 -8.288  0.02
C 2.524 -5.104 -7.387  0.01
C 1.894 -5.776 -6.221  -0.38
O 1.266 -5.138 -5.401  0.09
H 1.604 -7.717 -5.241  0.10
H 2.908 -9.004 -6.934  0.12
H 3.687 -5.323 -9.144  0.12
H 2.383 -4.033 -7.456  0.12

A molecular structure, C35H38N5PS3SbSe4W in a non-equilibrium geometry. Source: the Open Molecules 2025 dataset; level of theory: ωB97M-V with the def2-TZVPD basis set.

Its spin multiplicity is 1. The orbital gap (alpha / beta) is 0.1833 / 0.1829 hartree. The energy relative to the best compared isomer or geometry (same formula, charge and spin) comes out at 0.0 kcal/mol. The value obtained for the maximum force is 5.2 eV/A. The HOMO energy (alpha / beta) is -3.92 / -3.92 eV. The net charge is -1.

Last column: Löwdin charge in e.
Positions of all 88 atoms, in Å:
W -0.951 -0.434 -1.317  0.68
C -3.279 -1.906 1.179  -0.12
N -2.313 -2.551 0.270  -0.21
C -1.503 -3.502 1.045  -0.17
C -0.071 -3.696 0.539  -0.21
N 0.691 -2.439 0.430  -0.20
C 1.059 -1.941 1.756  -0.07
C 1.949 -2.634 -0.287  -0.30
C 2.781 -3.714 -0.033  -0.04
C 4.013 -3.831 -0.651  -0.09
C 4.434 -2.859 -1.546  -0.10
C 3.620 -1.784 -1.818  -0.12
C 2.382 -1.659 -1.191  -0.56
S 1.403 -0.285 -1.606  0.54
C -2.996 -3.207 -0.848  -0.33
C -4.345 -3.550 -0.804  -0.09
C -5.036 -3.874 -1.968  -0.12
C -4.354 -3.997 -3.171  -0.10
C -2.993 -3.756 -3.215  -0.12
C -2.330 -3.303 -2.081  -0.56
S -0.703 -2.555 -2.299  0.60
H -3.841 -2.634 1.771  0.09
H -3.989 -1.289 0.617  0.03
H -2.736 -1.249 1.862  0.07
H -1.987 -4.491 1.053  0.13
H -1.470 -3.147 2.079  0.11
H -0.089 -4.167 -0.449  0.08
H 0.411 -4.397 1.238  0.11
H 1.642 -1.024 1.639  0.08
H 1.670 -2.669 2.307  0.10
H 0.168 -1.728 2.346  0.07
H 2.468 -4.475 0.667  0.10
H 4.645 -4.678 -0.432  0.09
H 5.391 -2.944 -2.041  0.10
H 3.924 -1.015 -2.516  0.10
H -4.922 -3.448 0.105  0.09
H -6.120 -3.948 -1.935  0.10
H -4.892 -4.218 -4.082  0.11
H -2.444 -3.792 -4.148  0.10
N -1.192 0.138 0.542  -0.25
N -1.009 1.857 -1.623  -0.15
C -1.295 1.839 -2.913  -1.02
N -2.059 2.725 -3.567  0.10
S -0.682 0.442 -3.751  0.51
H -1.906 0.831 0.839  0.05
H -0.678 -0.072 1.394  -0.02
H -1.427 2.665 -1.144  0.09
H -2.773 3.252 -3.069  0.06
H -2.324 2.473 -4.511  0.09
Se -5.735 2.111 -2.724  -0.28
Sb -5.308 -0.306 -2.463  -0.13
Se -2.981 -0.321 -1.866  0.29
Se -7.968 -0.612 -3.227  -0.15
Se -6.727 -0.887 -0.547  -0.07
C 5.593 0.746 1.197  -0.10
C 5.044 0.968 -0.054  -0.09
C 3.729 1.367 -0.162  -0.15
C 2.926 1.533 0.968  -0.36
C 3.505 1.365 2.219  -0.10
C 4.829 0.971 2.329  -0.09
P 1.164 1.929 0.575  1.06
C 0.311 2.239 2.171  -0.38
C -0.676 3.226 2.175  -0.11
C -1.551 3.354 3.237  -0.08
C -1.466 2.485 4.314  -0.10
C -0.495 1.498 4.323  -0.09
C 0.373 1.363 3.253  -0.13
C 1.569 3.661 0.101  -0.37
C 1.940 4.615 1.045  -0.10
C 2.324 5.877 0.633  -0.09
C 2.354 6.192 -0.717  -0.10
C 1.987 5.247 -1.660  -0.08
C 1.596 3.985 -1.249  -0.10
H 6.617 0.417 1.290  0.09
H 5.640 0.823 -0.945  0.10
H 3.309 1.561 -1.141  0.07
H 2.939 1.561 3.118  0.09
H 5.264 0.836 3.309  0.10
H -0.759 3.897 1.329  0.11
H -2.314 4.118 3.216  0.10
H -2.161 2.567 5.135  0.10
H -0.425 0.812 5.156  0.10
H 1.094 0.556 3.265  0.08
H 1.926 4.363 2.097  0.11
H 2.607 6.616 1.369  0.10
H 2.665 7.175 -1.036  0.10
H 2.005 5.493 -2.712  0.10
H 1.310 3.241 -1.984  0.09

A molecular structure, C22H19BrMnN7O4. Source: the Open Molecules 2025 dataset; level of theory: ωB97M-V with the def2-TZVPD basis set.

Its spin multiplicity is 2. The orbital gap (alpha / beta) is 0.2689 / 0.2493 hartree. The energy relative to the best compared isomer or geometry (same formula, charge and spin) comes out at 8.2 kcal/mol. The value obtained for the maximum force is 0.3 eV/A. The HOMO energy (alpha / beta) is -10.93 / -10.41 eV. As for the expectation value of S²: 0.7713. The net charge is +1.

Last column: natural (NBO) charge in e.
Positions of all 54 atoms, in Å:
Mn 0.147 -0.560 -0.251  0.97
N -2.569 0.872 -3.230  -0.51
C -1.663 0.148 -2.577  0.37
N -1.182 0.467 -1.411  -0.55
C -1.645 1.612 -0.759  0.41
N -1.194 1.929 0.417  -0.34
N -0.259 1.022 0.835  -0.23
C 0.315 1.174 1.969  0.06
C 1.330 0.171 2.266  0.14
C 2.091 0.161 3.423  -0.21
C 3.049 -0.829 3.583  -0.14
C 3.215 -1.778 2.589  -0.23
C 2.414 -1.707 1.459  0.09
N 1.497 -0.758 1.297  -0.45
C -2.632 2.443 -1.429  -0.08
C -3.139 3.616 -0.860  -0.14
C -4.072 4.364 -1.542  -0.21
C -4.516 3.955 -2.802  -0.15
C -4.030 2.802 -3.380  -0.23
C -3.087 2.049 -2.687  0.15
H -2.896 0.551 -4.128  0.43
H -1.323 -0.768 -3.051  0.24
H 0.092 2.003 2.631  0.22
H 1.937 0.921 4.178  0.24
H 3.660 -0.857 4.476  0.24
H 3.950 -2.564 2.676  0.24
H 2.494 -2.430 0.656  0.23
H -2.780 3.915 0.114  0.25
H -4.464 5.271 -1.104  0.23
H -5.249 4.548 -3.333  0.23
H -4.372 2.481 -4.356  0.23
Br 2.439 2.365 -0.347  0.08
C 2.556 1.009 -1.658  0.18
C 3.535 1.148 -2.629  -0.26
C 3.628 0.179 -3.612  -0.13
C 2.738 -0.882 -3.584  -0.21
C 1.809 -0.940 -2.565  0.10
N 1.708 -0.008 -1.598  -0.47
C 0.810 -2.082 -2.487  0.73
O 0.654 -2.788 -3.465  -0.61
O 0.198 -2.154 -1.358  -0.73
H 4.198 2.000 -2.602  0.25
H 4.382 0.256 -4.384  0.24
H 2.732 -1.670 -4.323  0.26
N -2.402 -1.488 3.386  -0.86
C -2.307 -2.812 2.770  -0.35
C -1.467 -2.756 1.497  0.78
O -1.008 -3.692 0.933  -0.51
O -1.300 -1.464 1.069  -0.73
H -3.330 -1.296 3.739  0.39
H -1.665 -0.918 1.813  0.53
H -1.753 -1.387 4.156  0.38
H -3.297 -3.152 2.464  0.24
H -1.887 -3.584 3.413  0.23

2 unconnected molecules or ions with the total composition C5H15NO2 in a non-equilibrium geometry. Source: the Open Molecules 2025 dataset; level of theory: ωB97M-V with the def2-TZVPD basis set.

Its spin multiplicity is 1. The orbital gap is 0.3530 hartree. The energy relative to the best compared isomer or geometry (same formula, charge and spin) comes out at 22.6 kcal/mol. The value obtained for the maximum force is 1.6 eV/A. The HOMO energy is -8.94 eV.

Last column: natural (NBO) charge in e.
Positions of all 23 atoms, in Å:
C -0.866 -0.288 1.154  -0.08
O -0.717 -1.547 1.805  -0.72
C 0.272 0.000 0.195  -0.08
C 0.225 1.462 -0.336  -0.39
C -0.914 1.715 -1.358  -0.39
C -1.420 3.170 -1.283  -0.60
N 0.300 -0.944 -0.942  -0.85
H -1.817 -0.323 0.648  0.17
H -0.962 0.530 1.866  0.16
H -0.055 -1.438 2.494  0.47
H 1.272 -0.060 0.644  0.20
H 0.011 2.088 0.539  0.19
H 1.176 1.704 -0.808  0.21
H -0.571 1.436 -2.353  0.21
H -1.755 1.085 -1.049  0.18
H -0.705 3.850 -1.717  0.20
H -1.721 3.372 -0.267  0.20
H -2.331 3.266 -1.868  0.20
H 0.934 -1.701 -0.724  0.37
H -0.585 -1.436 -1.097  0.35
H 2.339 -3.804 0.945  0.47
H 3.026 -3.136 -0.233  0.47
O 2.648 -2.929 0.631  -0.94